Record 1
The following is a DFT calculation (ωB97M-V/def2-TZVPD) of 15 unconnected molecules or ions with the total composition C35H72BBr29N3O2 at a distorted geometry.

Output
HOMO in eV: -10.854
Charge: +1
Gap between HOMO and LUMO in eV: 6.777

Each line ends with the Löwdin charge.
Geometry (Å):
C: 3.746 -3.100 0.990  -0.17
C: 3.475 -3.226 -0.622  -0.67
Br: 5.316 -3.326 -1.496  0.59
C: 2.606 -4.536 -1.084  -0.21
C: 1.436 -4.988 0.010  -0.29
C: 0.442 -3.788 0.471  -0.07
C: -1.142 -3.969 0.153  -0.21
B: -1.776 -2.569 -0.513  -0.43
O: -2.602 -1.670 0.356  0.00
O: -1.597 -2.155 -1.919  0.03
N: -1.523 -5.123 -0.739  0.05
C: -0.707 -6.307 -0.181  -0.14
N: -1.233 -7.309 0.598  0.21
N: 0.790 -6.234 -0.537  0.08
H: 2.976 -2.336 1.480  0.10
H: 3.757 -4.114 1.574  0.08
H: 4.812 -2.604 1.144  0.07
H: 2.936 -2.266 -1.044  0.11
H: 3.323 -5.451 -1.356  0.12
H: 2.027 -4.216 -2.077  0.09
H: 2.046 -5.326 0.979  0.15
H: 0.545 -3.671 1.655  0.13
H: 0.803 -2.735 0.040  0.14
H: -1.704 -4.107 1.189  0.15
H: -2.837 -2.175 1.213  0.09
H: -1.610 -2.973 -2.531  0.07
H: -1.111 -4.986 -1.708  0.08
H: -0.621 -7.754 1.339  0.06
H: -2.235 -7.638 0.586  0.16
H: 1.218 -7.100 -0.121  0.14
Br: -7.058 -4.413 -3.608  0.65
C: -5.763 -5.467 -2.601  -0.67
C: -4.491 -4.686 -2.363  -0.67
Br: -3.386 -4.630 -3.970  0.69
H: -5.605 -6.395 -3.156  0.06
H: -6.258 -5.695 -1.653  0.06
H: -3.871 -5.179 -1.609  0.03
H: -4.667 -3.650 -2.060  0.06
Br: 0.380 3.056 -2.375  0.63
C: -1.130 2.185 -3.251  -0.68
C: -1.103 0.691 -3.027  -0.69
Br: 0.221 -0.170 -4.173  0.60
H: -1.094 2.467 -4.306  0.00
H: -2.018 2.627 -2.791  0.07
H: -2.059 0.241 -3.311  0.06
H: -0.865 0.409 -1.998  0.02
Br: -1.355 -8.911 -4.833  0.60
C: -1.077 -7.257 -5.829  -0.69
C: 0.354 -6.784 -5.713  -0.66
Br: 0.682 -5.945 -3.983  0.64
H: -1.805 -6.533 -5.456  -0.01
H: -1.317 -7.507 -6.866  0.07
H: 0.563 -6.004 -6.451  0.07
H: 1.088 -7.587 -5.823  0.06
Br: -0.560 0.789 1.293  0.66
C: -1.908 0.845 2.702  -0.69
C: -1.366 0.291 3.999  -0.67
Br: -1.303 -1.658 3.961  0.61
H: -2.782 0.303 2.330  0.04
H: -2.161 1.903 2.811  0.02
H: -2.031 0.538 4.831  0.04
H: -0.356 0.639 4.231  0.06
Br: -5.620 0.971 -5.077  0.59
C: -7.130 0.100 -5.953  -0.69
C: -7.103 -1.395 -5.729  -0.71
Br: -5.779 -2.255 -6.875  0.57
H: -7.094 0.382 -7.008  0.06
H: -8.018 0.542 -5.493  0.06
H: -8.059 -1.844 -6.013  0.06
H: -6.865 -1.676 -4.700  0.01
Br: -3.255 3.537 5.202  0.60
C: -2.977 5.190 4.205  -0.69
C: -1.546 5.663 4.321  -0.69
Br: -1.218 6.502 6.051  0.61
H: -3.705 5.915 4.579  0.06
H: -3.217 4.941 3.168  0.00
H: -1.337 6.444 3.584  0.07
H: -0.812 4.860 4.211  0.03
Br: 2.375 5.480 3.662  0.60
C: 3.622 6.724 4.500  -0.72
C: 2.894 7.731 5.360  -0.69
Br: 2.052 9.112 4.271  0.60
H: 4.206 7.181 3.697  0.02
H: 4.279 6.099 5.111  -0.02
H: 3.597 8.267 6.005  0.06
H: 2.108 7.287 5.978  0.03
Br: 7.329 7.143 3.711  0.69
C: 8.088 7.453 5.481  -0.65
C: 8.078 6.188 6.308  -0.70
Br: 6.294 5.811 7.000  0.63
H: 7.521 8.271 5.933  0.06
H: 9.113 7.785 5.296  0.06
H: 8.708 6.302 7.195  0.05
H: 8.399 5.303 5.752  0.04
Br: 9.417 10.330 1.139  0.60
C: 10.035 8.719 0.228  -0.69
C: 9.953 7.514 1.136  -0.71
Br: 11.418 7.500 2.424  0.59
H: 11.047 8.924 -0.132  0.05
H: 9.365 8.602 -0.628  0.06
H: 10.072 6.590 0.562  0.06
H: 9.024 7.463 1.709  -0.05
Br: -7.119 -5.802 -7.410  0.56
C: -7.623 -6.130 -9.266  -0.69
C: -7.577 -4.856 -10.077  -0.69
Br: -9.133 -3.736 -9.720  0.59
H: -8.610 -6.600 -9.250  0.05
H: -6.888 -6.850 -9.636  0.06
H: -7.627 -5.079 -11.147  0.06
H: -6.691 -4.246 -9.879  0.05
Br: 6.187 1.787 6.052  0.59
C: 7.254 0.911 7.431  -0.69
C: 7.637 1.882 8.523  -0.68
Br: 9.097 3.043 7.954  0.63
H: 8.114 0.458 6.930  0.05
H: 6.611 0.119 7.826  0.06
H: 8.024 1.347 9.396  0.06
H: 6.815 2.531 8.836  0.05
Br: 1.005 -4.759 5.408  0.62
C: -0.504 -5.630 4.533  -0.71
C: -0.477 -7.124 4.756  -0.67
Br: 0.847 -7.985 3.611  0.65
H: -0.468 -5.348 3.477  0.02
H: -1.393 -5.188 4.992  0.06
H: -1.433 -7.574 4.473  0.06
H: -0.240 -7.406 5.786  0.06
Br: -5.365 2.761 2.300  0.60
C: -6.504 4.344 2.346  -0.67
C: -6.471 5.078 1.026  -0.68
Br: -4.828 6.112 0.835  0.63
H: -6.172 4.953 3.190  0.05
H: -7.509 3.964 2.550  0.06
H: -7.278 5.816 0.974  0.06
H: -6.535 4.416 0.158  0.05
Br: 0.973 6.525 -5.007  0.60
C: 0.876 4.734 -5.773  -0.70
C: -0.150 4.668 -6.880  -0.68
Br: -1.962 4.597 -6.161  0.62
H: 0.670 4.045 -4.949  -0.02
H: 1.878 4.537 -6.164  0.06
H: -0.037 3.746 -7.457  0.06
H: -0.110 5.523 -7.561  0.05

***

Record 2
The following is a DFT calculation (ωB97M-V/def2-TZVPD) of 3 unconnected molecules or ions with the total composition C35H73BFN3O10 at a distorted geometry.

Output
HOMO in eV: -7.672
SMILES string: N[C@@H](COCB(O)O)O[C@@](N)(CCCF)CCCCCCCCCCCCn1cccc1.COCCOCCOC.COCCOCCOC
Gap between HOMO and LUMO in eV: 7.693

Each line ends with the Löwdin charge.
Geometry (Å):
N: -3.338 -0.763 2.738  0.03
C: -2.625 0.215 1.835  -0.31
C: -0.984 0.221 2.163  -0.13
O: -0.497 1.515 2.663  -0.19
C: -0.941 1.793 4.037  -0.12
B: -0.055 1.068 5.218  -0.38
O: -0.295 1.569 6.618  0.02
O: 0.905 -0.042 5.041  0.04
O: -2.946 0.147 0.415  -0.09
C: -3.105 -1.202 -0.117  -0.46
N: -2.069 -2.217 0.331  0.06
C: -4.671 -1.788 -0.020  -0.12
C: -4.744 -3.386 0.337  -0.19
C: -4.454 -3.765 1.905  -0.15
F: -4.898 -5.199 2.072  -0.18
C: -2.858 -1.056 -1.768  -0.14
C: -1.481 -0.255 -2.149  -0.19
C: -1.712 0.330 -3.699  -0.21
C: -0.316 0.545 -4.529  -0.21
C: -0.398 -0.297 -5.964  -0.22
C: 1.049 -0.382 -6.748  -0.22
C: 1.948 -1.703 -6.372  -0.21
C: 1.942 -2.038 -4.759  -0.24
C: 2.854 -3.334 -4.334  -0.22
C: 2.061 -4.105 -3.118  -0.22
C: 3.060 -4.989 -2.129  -0.18
C: 2.663 -6.582 -2.164  -0.18
N: 3.776 -7.323 -2.887  -0.20
C: 4.155 -6.928 -4.329  -0.05
C: 5.344 -7.888 -4.941  -0.06
C: 5.574 -8.843 -3.620  -0.11
C: 4.606 -8.476 -2.333  -0.04
H: -2.806 -1.679 2.815  0.06
H: -3.327 -0.394 3.734  0.09
H: -2.982 1.297 2.200  0.17
H: -0.338 -0.024 1.194  0.14
H: -0.816 -0.685 2.894  0.13
H: -0.802 2.968 4.196  0.15
H: -2.110 1.610 4.198  0.13
H: -1.204 2.034 6.562  0.11
H: 0.512 -0.794 5.611  0.13
H: -2.051 -3.063 -0.316  0.09
H: -1.112 -1.782 0.165  0.08
H: -5.207 -1.173 0.852  0.12
H: -5.267 -1.537 -1.021  0.12
H: -4.076 -4.003 -0.433  0.12
H: -5.864 -3.727 0.115  0.13
H: -3.278 -3.795 2.100  0.11
H: -5.038 -3.115 2.683  0.12
H: -2.749 -2.147 -2.222  0.13
H: -3.779 -0.504 -2.246  0.12
H: -1.252 0.688 -1.495  0.12
H: -0.506 -0.918 -2.145  0.10
H: -2.221 1.398 -3.581  0.12
H: -2.478 -0.370 -4.256  0.11
H: 0.577 0.216 -3.848  0.08
H: -0.160 1.676 -4.839  0.11
H: -0.743 -1.414 -5.784  0.11
H: -1.202 0.167 -6.712  0.12
H: 1.640 0.608 -6.545  0.10
H: 0.794 -0.445 -7.904  0.11
H: 3.072 -1.457 -6.661  0.11
H: 1.660 -2.660 -7.020  0.12
H: 2.313 -1.118 -4.100  0.12
H: 0.828 -2.274 -4.408  0.10
H: 3.945 -3.006 -3.983  0.13
H: 2.964 -4.011 -5.291  0.09
H: 1.177 -4.762 -3.577  0.12
H: 1.506 -3.297 -2.436  0.10
H: 4.198 -4.788 -2.314  0.12
H: 2.833 -4.602 -1.024  0.11
H: 1.634 -6.794 -2.727  0.13
H: 2.528 -7.041 -1.082  0.13
H: 3.678 -6.054 -4.956  0.09
H: 5.865 -7.918 -5.990  0.08
H: 6.370 -9.714 -3.656  0.07
H: 4.532 -8.940 -1.261  0.10
C: -6.691 3.644 8.154  -0.11
O: -5.438 3.815 8.796  -0.21
C: -5.480 4.825 9.805  -0.19
C: -4.350 4.613 10.817  -0.17
O: -4.652 3.601 11.786  -0.14
C: -4.597 2.248 11.310  -0.17
C: -3.168 1.750 11.091  -0.19
O: -2.659 2.230 9.845  -0.21
C: -1.241 2.222 9.804  -0.10
H: -7.001 4.568 7.665  0.08
H: -6.586 2.859 7.400  0.09
H: -7.448 3.325 8.879  0.09
H: -6.444 4.807 10.325  0.13
H: -5.353 5.793 9.309  0.12
H: -4.234 5.539 11.392  0.13
H: -3.393 4.422 10.329  0.12
H: -5.219 2.117 10.423  0.12
H: -5.049 1.644 12.106  0.13
H: -3.160 0.655 11.052  0.12
H: -2.533 2.088 11.918  0.13
H: -0.836 2.882 10.578  0.09
H: -0.924 2.601 8.829  0.07
H: -0.859 1.205 9.933  0.09
C: 3.122 4.629 -2.803  -0.11
O: 4.066 4.180 -3.760  -0.21
C: 3.698 2.926 -4.338  -0.19
C: 4.383 2.745 -5.695  -0.17
O: 3.723 3.452 -6.752  -0.14
C: 3.901 4.875 -6.755  -0.17
C: 5.298 5.301 -7.211  -0.19
O: 6.234 5.165 -6.140  -0.21
C: 7.572 5.072 -6.602  -0.11
H: 3.036 3.915 -1.983  0.08
H: 3.465 5.588 -2.405  0.09
H: 2.146 4.782 -3.276  0.09
H: 2.611 2.869 -4.466  0.12
H: 4.023 2.138 -3.651  0.12
H: 4.315 1.685 -5.968  0.12
H: 5.445 2.992 -5.654  0.12
H: 3.634 5.308 -5.789  0.12
H: 3.176 5.256 -7.484  0.13
H: 5.285 6.355 -7.507  0.12
H: 5.605 4.688 -8.065  0.13
H: 7.694 4.186 -7.233  0.09
H: 8.228 4.969 -5.735  0.09
H: 7.850 5.974 -7.156  0.09

***

Record 3
The following is a DFT calculation (ωB97M-V/def2-TZVPD) of a molecular structure, C35H74AlClNO2S at a distorted geometry.

Output
HOMO in eV: -5.404
Charge: -1
Gap between HOMO and LUMO in eV: 7.821

Each line ends with the Löwdin charge.
Geometry (Å):
O: 1.434 -0.597 -3.325  0.05
C: 0.903 0.217 -4.046  -0.37
O: -0.018 1.069 -3.574  -0.06
C: -0.338 2.123 -4.511  -0.28
C: -0.950 3.362 -3.846  -0.24
Al: -0.097 3.998 -2.118  -0.31
S: -1.401 5.751 -1.374  0.31
Cl: -0.248 2.345 -0.614  0.22
C: 1.839 4.523 -2.259  -0.26
C: 2.316 4.950 -3.670  -0.26
C: 3.679 4.287 -4.048  -0.18
C: 3.374 2.998 -4.826  -0.15
N: 4.554 2.273 -5.274  -0.12
C: 5.246 1.348 -4.572  -0.11
C: 6.258 0.882 -5.344  -0.11
C: 6.160 1.563 -6.593  -0.12
C: 5.103 2.408 -6.500  -0.13
H: 1.163 0.278 -5.120  0.15
H: 0.504 2.375 -5.166  0.09
H: -1.103 1.708 -5.191  0.11
H: -1.033 4.145 -4.609  0.06
H: -1.981 3.083 -3.583  0.05
H: -2.515 5.116 -0.950  -0.28
H: 1.999 5.363 -1.567  0.05
H: 2.467 3.701 -1.889  0.04
H: 1.607 4.593 -4.430  0.07
H: 2.436 6.029 -3.789  0.10
H: 4.235 3.999 -3.149  0.10
H: 4.327 4.970 -4.608  0.11
H: 2.835 2.339 -4.137  0.12
H: 2.747 3.257 -5.681  0.12
H: 4.956 1.075 -3.568  0.12
H: 6.984 0.134 -5.069  0.09
H: 6.826 1.388 -7.424  0.08
H: 4.758 3.057 -7.291  0.11
C: 5.038 -0.807 3.003  -0.11
C: 4.457 0.513 3.500  -0.27
C: 3.205 0.945 2.737  -0.22
C: 3.412 1.210 1.246  -0.22
C: 4.461 2.269 0.912  -0.27
C: 4.110 3.652 1.453  -0.11
H: 5.351 -0.743 1.961  0.07
H: 5.916 -1.084 3.593  0.06
H: 4.305 -1.612 3.094  0.07
H: 5.222 1.293 3.451  0.10
H: 4.199 0.406 4.559  0.10
H: 2.792 1.838 3.214  0.10
H: 2.439 0.169 2.843  0.10
H: 2.453 1.513 0.818  0.09
H: 3.682 0.277 0.743  0.10
H: 4.555 2.332 -0.175  0.10
H: 5.444 1.966 1.288  0.09
H: 3.154 3.992 1.049  0.07
H: 4.874 4.379 1.167  0.07
H: 4.044 3.656 2.543  0.06
C: -6.800 -0.415 2.040  -0.11
C: -5.283 -0.438 1.876  -0.27
C: -4.631 0.928 2.088  -0.23
C: -5.058 2.011 1.093  -0.23
C: -4.810 1.665 -0.374  -0.26
C: -3.331 1.463 -0.695  -0.15
H: -7.275 0.240 1.309  0.06
H: -7.214 -1.416 1.901  0.06
H: -7.077 -0.073 3.040  0.07
H: -5.027 -0.832 0.889  0.08
H: -4.862 -1.139 2.603  0.10
H: -3.545 0.810 2.053  0.10
H: -4.862 1.279 3.100  0.11
H: -4.523 2.933 1.337  0.11
H: -6.121 2.236 1.230  0.10
H: -5.197 2.480 -0.994  0.10
H: -5.376 0.770 -0.657  0.09
H: -2.759 2.357 -0.468  0.00
H: -3.203 1.242 -1.757  0.07
H: -2.904 0.631 -0.132  0.05
C: -1.791 -2.419 -1.327  -0.09
C: -2.885 -2.939 -2.254  -0.26
C: -4.172 -3.312 -1.517  -0.23
C: -4.028 -4.444 -0.497  -0.23
C: -3.493 -5.758 -1.064  -0.27
C: -4.405 -6.373 -2.121  -0.12
H: -1.487 -3.169 -0.595  0.07
H: -0.906 -2.143 -1.903  0.07
H: -2.134 -1.533 -0.790  0.06
H: -2.509 -3.795 -2.823  0.10
H: -3.120 -2.164 -2.989  0.10
H: -4.937 -3.578 -2.253  0.10
H: -4.552 -2.426 -0.997  0.09
H: -5.007 -4.625 -0.041  0.11
H: -3.374 -4.118 0.317  0.10
H: -3.381 -6.470 -0.241  0.10
H: -2.493 -5.613 -1.481  0.10
H: -5.397 -6.571 -1.709  0.07
H: -3.993 -7.320 -2.476  0.07
H: -4.517 -5.719 -2.987  0.06
C: 1.051 -4.057 7.587  -0.12
C: 0.373 -4.354 6.253  -0.27
C: 1.067 -3.691 5.063  -0.23
C: 1.087 -2.162 5.097  -0.23
C: -0.287 -1.497 5.181  -0.26
C: -1.173 -1.792 3.973  -0.10
H: 1.045 -2.991 7.816  0.06
H: 0.533 -4.570 8.400  0.07
H: 2.088 -4.402 7.580  0.07
H: -0.677 -4.050 6.299  0.10
H: 0.370 -5.436 6.094  0.10
H: 0.587 -4.030 4.141  0.10
H: 2.100 -4.050 5.011  0.11
H: 1.599 -1.804 4.199  0.10
H: 1.694 -1.824 5.943  0.10
H: -0.144 -0.416 5.253  0.11
H: -0.802 -1.801 6.097  0.10
H: -0.698 -1.452 3.051  0.08
H: -2.130 -1.276 4.068  0.06
H: -1.384 -2.859 3.877  0.06